{
  "formula": "C8H6N2O2",
  "method": "wB97M-V/def2-TZVPD",
  "e_tot_ha": -568.3580,
  "orbital_gap_ev": 8.06,
  "total_charge": 0,
  "symbols": ["O", "C", "C", "N", "C", "C", "C", "C", "N", "C", "C", "O", "H", "H", "H", "H", "H", "H"],
  "positions_angstrom": [[1.79, -2.20, 0.27], [1.08, -1.25, 0.20], [-0.36, -1.06, 0.08], [-1.39, -1.86, -0.03], [-2.59, -1.36, -0.20], [-2.87, 0.00, -0.18], [-1.84, 0.91, -0.14], [-0.59, 0.38, -0.09], [0.56, 1.05, -0.10], [1.71, 0.20, -0.04], [3.03, 0.62, 0.44], [2.78, 0.35, -0.88], [-3.35, -2.05, -0.33], [-3.94, 0.41, -0.28], [-1.87, 1.93, -0.16], [0.64, 2.11, -0.22], [3.32, 1.72, 0.62], [3.88, 0.09, 1.04]],
  "lowdin_charge": [0.15, -0.23, -0.13, 0.13, -0.16, -0.04, -0.02, -0.20, 0.12, -0.37, -0.10, 0.05, 0.08, 0.14, 0.09, 0.20, 0.13, 0.15]
}